DFT (ωB97M-V/def2-TZVPD) results for 13 unconnected molecules or ions with the total composition C43H96F3INO17P.

Last column: Mulliken charge in e.
Cartesian coordinates (Å):
C  4.86118  -0.38411  0.52773  -0.574
O  4.46876  -1.53950  -0.18693  -0.276
C  4.33629  -2.71068  0.60693  -0.705
C  2.87165  -3.11430  0.72387  0.147
C  2.36269  -3.93803  -0.45767  -0.804
C  1.90859  -3.09401  -1.64277  -1.262
C  0.68044  -2.22272  -1.34234  1.854
C  -0.64296  -2.78257  -1.89436  -0.896
C  -1.82964  -2.78548  -0.91203  -1.910
C  -1.98502  -1.43944  -0.23645  1.244
C  -2.59764  -0.45532  -1.02772  -0.859
C  -2.79718  0.80543  -0.51991  0.409
C  -2.37989  1.11235  0.76700  -0.426
C  -1.74882  0.17600  1.58804  1.239
P  -1.17668  0.88000  3.21250  -0.028
O  0.14487  -0.05316  3.57869  -0.488
I  -2.91131  0.25598  4.84297  -0.134
C  -1.55756  -1.14709  1.08119  0.924
C  -0.87620  -2.23384  1.89302  -1.283
C  -1.58296  -2.71146  3.16574  -0.698
O  -0.92750  -3.88059  3.63773  -0.617
C  -3.03449  -3.09340  2.90704  0.816
F  -3.58692  -3.58768  4.03954  -0.297
F  -3.10758  -4.07293  1.98707  -0.305
F  -3.80862  -2.08516  2.50846  -0.156
C  -2.75373  2.56222  0.99514  -0.335
O  -2.43786  3.31420  1.86008  -0.573
N  -3.59955  2.87828  -0.07070  0.391
C  -3.40285  2.00985  -1.14471  -0.497
O  -3.64440  2.23778  -2.28737  -0.583
H  4.43473  0.48245  0.02498  0.090
H  5.94648  -0.27668  0.50060  0.194
H  4.47572  -0.36697  1.54719  0.337
H  4.92398  -3.51027  0.15515  0.211
H  4.73289  -2.54166  1.60848  0.406
H  2.29892  -2.20287  0.88371  -0.299
H  2.77542  -3.71987  1.62687  0.509
H  1.53268  -4.56151  -0.11063  0.343
H  3.14040  -4.63509  -0.76624  0.426
H  2.73826  -2.44012  -1.91006  0.426
H  1.73575  -3.71354  -2.52143  0.498
H  0.62095  -2.07547  -0.26968  -0.993
H  0.85746  -1.23851  -1.76715  -0.350
H  -0.50199  -3.77068  -2.32706  0.623
H  -0.94348  -2.13333  -2.71609  0.312
H  -2.72081  -2.93199  -1.51951  0.469
H  -1.77698  -3.60274  -0.20506  0.390
H  -2.91531  -0.67765  -2.03765  0.710
H  0.64087  -0.13308  2.75044  0.356
H  0.12604  -1.91258  2.15503  0.076
H  -0.74597  -3.12058  1.28897  0.625
H  -1.48648  -2.00252  3.97638  0.471
H  -0.89035  -4.51452  2.91286  0.473
H  -3.76020  3.85818  -0.27184  0.281
C  8.87398  -2.72096  -1.51822  -0.437
C  8.52051  -1.27272  -1.79343  -0.460
O  8.40128  -0.52977  -0.58354  -0.417
H  8.11458  -3.18213  -0.88394  0.091
H  8.94759  -3.28959  -2.44816  0.371
H  9.82679  -2.79317  -0.98877  0.020
H  7.55832  -1.20408  -2.29990  0.321
H  9.28007  -0.80414  -2.42966  0.281
H  9.24973  -0.56056  -0.12844  0.236
C  9.09479  2.50711  2.07394  -0.943
C  10.31085  2.69087  1.18406  -0.297
O  10.25429  1.85008  0.03554  -0.466
H  9.01053  1.46761  2.39235  0.232
H  9.15647  3.14164  2.95947  0.361
H  8.17970  2.75722  1.53273  0.297
H  11.22075  2.42333  1.71933  0.271
H  10.39713  3.73568  0.86665  0.270
H  9.45828  2.07128  -0.45850  0.279
C  -3.22619  -4.06822  8.66941  -1.092
C  -2.87508  -2.79560  7.91933  -0.211
O  -2.00830  -3.07077  6.82327  -0.391
H  -2.32017  -4.55408  9.03234  0.259
H  -3.87760  -3.85919  9.51986  0.360
H  -3.73560  -4.77490  8.01017  0.326
H  -2.35081  -2.09883  8.57159  0.299
H  -3.78161  -2.30249  7.54934  0.242
H  -2.46438  -3.67535  6.22883  0.206
C  -8.20563  3.75828  -0.43724  -1.071
C  -6.79057  4.28227  -0.58475  -0.055
O  -6.16202  4.46853  0.68596  -0.462
H  -8.80466  4.43450  0.16407  0.284
H  -8.68196  3.64650  -1.41112  0.329
H  -8.20289  2.78516  0.06489  0.359
H  -6.79068  5.25670  -1.07197  0.296
H  -6.18958  3.59444  -1.19099  0.095
H  -6.14234  3.61577  1.13218  0.239
C  -6.62111  -2.06826  -0.79637  -1.180
C  -6.19812  -0.90079  -1.66806  0.692
O  -5.39023  -1.33343  -2.76193  -0.511
H  -5.74334  -2.59221  -0.41453  0.280
H  -7.22396  -1.73255  0.04850  0.333
H  -7.20877  -2.78658  -1.37259  0.371
H  -5.59743  -0.19481  -1.09466  -0.140
H  -7.07475  -0.37027  -2.05228  -0.090
H  -5.90393  -1.94944  -3.29260  0.293
C  -5.28621  8.48167  1.83816  -0.939
C  -6.41301  8.18675  2.81167  -0.229
O  -7.40266  7.34370  2.23209  -0.484
H  -5.67868  8.95553  0.93736  0.249
H  -4.54159  9.14195  2.28585  0.358
H  -4.79057  7.55689  1.53446  0.225
H  -6.91913  9.10669  3.10178  0.287
H  -6.01777  7.71442  3.71741  0.266
H  -6.96951  6.51936  1.98110  0.257
C  2.40722  2.49435  -2.38704  -1.082
C  1.23072  2.04330  -1.54476  -0.031
O  1.63404  1.64627  -0.23268  -0.410
H  3.14498  1.69356  -2.46412  0.191
H  2.09288  2.77786  -3.39084  0.324
H  2.90403  3.35265  -1.92643  0.348
H  0.74833  1.17582  -1.99415  0.170
H  0.48746  2.84492  -1.46529  0.259
H  2.05060  2.40489  0.18759  0.237
C  -11.35693  7.31915  -2.54782  -1.055
C  -11.47884  6.61453  -1.20914  -0.295
O  -10.24274  6.03124  -0.80328  -0.397
H  -11.02056  6.62089  -3.31500  0.264
H  -12.31269  7.74516  -2.85623  0.354
H  -10.62204  8.12562  -2.49324  0.342
H  -12.19869  5.79978  -1.27019  0.286
H  -11.81987  7.31436  -0.43939  0.255
H  -9.59640  6.74155  -0.72813  0.232
C  5.14492  4.34044  -5.94400  -1.021
C  4.04776  3.30560  -6.11096  -0.217
O  2.87533  3.65568  -5.37831  -0.461
H  5.40021  4.45514  -4.89018  0.259
H  6.04251  4.05299  -6.49313  0.328
H  4.81489  5.31565  -6.30982  0.320
H  4.37262  2.33921  -5.72888  0.288
H  3.79326  3.18759  -7.16936  0.258
H  2.56354  4.50330  -5.70994  0.264
C  12.42903  -5.14750  1.38603  -1.016
C  12.59250  -4.50875  0.01879  -0.239
O  12.08620  -3.17687  -0.00685  -0.473
H  11.37811  -5.15616  1.67790  0.226
H  12.80263  -6.17248  1.38830  0.339
H  12.97369  -4.58109  2.14469  0.346
H  12.03364  -5.06508  -0.73251  0.277
H  13.64732  -4.50278  -0.27448  0.276
H  12.57605  -2.66216  0.64175  0.270
C  7.83234  -7.84192  -0.74053  -1.146
C  7.49515  -6.38662  -1.01172  -0.089
O  7.39408  -5.65417  0.20775  -0.441
H  7.07055  -8.29444  -0.10542  0.282
H  7.89912  -8.41156  -1.66883  0.355
H  8.78742  -7.92456  -0.21598  0.319
H  6.53531  -6.30378  -1.51889  0.318
H  8.25882  -5.92466  -1.64685  0.166
H  8.24488  -5.71364  0.65243  0.247
C  -9.84760  0.11736  -3.19373  -0.642
C  -11.03317  -0.39105  -2.39558  -0.263
O  -10.63752  -0.87118  -1.11309  -0.503
H  -9.10855  -0.67538  -3.31709  0.141
H  -10.15488  0.46640  -4.18051  0.386
H  -9.35817  0.94361  -2.67171  0.054
H  -11.50864  -1.22715  -2.90559  0.301
H  -11.77914  0.40104  -2.27138  0.252
H  -10.22901  -0.14056  -0.63885  0.283

Results
* maximum force: 1.14 eV/A
* 2S+1: 1
* HOMO energy: -8.251 eV
* lowest unoccupied orbital energy: -0.26 eV
* calculated total energy: -107986.364 eV